Below is a molecular structure, C3H7N3, with properties calculated with the ωB97M-V functional and the def2-TZVPD basis.

E_LUMO: 1.0 eV
highest occupied orbital energy: -8.651 eV
total energy: -7691.579 eV
energy above the lowest of the compared OMol25 structures with the same formula, charge and spin: 299.14 kJ/mol

Element x y z (Å)
N  0.771  -0.765  -2.011
N  0.726  -0.712  0.358
N  -0.272  1.746  0.062
C  -0.173  -0.468  1.456
C  0.236  -1.041  -0.895
C  -0.557  0.394  0.294
H  0.677  1.995  0.318
H  -1.562  0.168  -0.075
H  -0.594  -1.756  -0.760
H  -0.875  -1.224  1.809
H  0.346  0.051  2.257
H  1.703  -0.368  -1.902
H  -0.429  1.981  -0.911